The following is a quantum chemistry calculation of a 14-piece molecular cluster, C38H88N12O30 overall, from OMol25.

Geometry as XYZ:
```
168
Properties=species:S:1:pos:R:3:forces:R:3:lowdin_charge:R:1
C -1.069714 2.407691 -1.399660 0.0 0.7 -0.7 -0.02
C -1.595975 1.030149 -1.267456 -0.4 0.2 0.7 -0.21
O -0.808674 0.379136 -0.280109 -0.9 -0.1 0.7 0.02
C 0.108918 -0.447766 -0.615255 3.1 -0.5 -1.2 -0.59
O 0.315454 -0.933149 -1.732196 -0.6 0.2 1.7 0.08
O 0.936158 -0.524580 0.456919 0.3 -1.0 -0.1 -0.01
C 2.145833 -1.320622 0.336584 0.4 -0.2 -1.2 -0.03
H -1.943165 3.005969 -1.658983 0.4 0.5 -0.3 0.08
H -0.335059 2.367254 -2.203861 0.0 0.6 0.0 0.08
H -0.576877 2.816987 -0.517805 -0.3 -0.2 0.1 0.09
H -1.511224 0.571914 -2.252819 -0.4 -0.5 0.3 0.12
H -2.582324 1.013337 -0.803850 0.0 -0.1 -0.7 0.09
H 1.943004 -2.349084 0.037862 -0.3 -0.1 0.5 0.09
H 2.797139 -1.264646 1.208815 -0.9 0.1 0.2 0.06
H 2.795437 -0.975795 -0.467909 -0.3 0.5 -0.2 0.09
C -6.867878 -3.269001 3.452624 -0.3 0.3 0.6 -0.05
C -6.288435 -2.047724 4.172326 -0.8 -0.4 -0.5 -0.19
O -4.943887 -1.897294 3.763020 1.0 -1.1 1.1 0.02
C -4.607641 -1.015611 2.886073 -0.9 2.1 -1.9 -0.56
O -5.410320 -0.356510 2.200585 2.7 -1.2 1.2 0.10
O -3.236905 -0.986940 2.908743 -0.5 0.1 0.2 -0.03
C -2.579914 0.024091 2.151034 -0.5 0.5 -0.7 -0.04
H -7.767707 -3.608973 3.965275 -0.1 0.1 0.0 0.08
H -6.164617 -4.101206 3.483467 0.1 0.1 -0.1 0.07
H -7.145406 -3.018411 2.428762 0.2 -0.1 0.0 0.08
H -6.225262 -2.165688 5.254079 -0.2 -0.1 -0.1 0.13
H -6.816476 -1.134466 3.898037 -0.2 -0.1 0.2 0.13
H -2.953397 1.011284 2.423201 -0.3 0.0 -0.3 0.11
H -2.735286 -0.222465 1.100721 0.0 0.4 0.0 0.06
H -1.507341 0.098547 2.330311 -0.1 -0.8 0.4 0.08
C 1.330867 4.994314 -2.689880 0.4 0.5 0.2 -0.06
C 1.590339 6.436753 -3.177245 1.0 -0.9 -1.1 -0.19
O 0.624170 6.604346 -4.229018 -1.0 1.4 -0.8 -0.03
C 0.495477 7.805751 -4.891774 2.4 1.3 2.8 -0.59
O 1.119973 8.819736 -4.573915 -1.0 -1.6 -0.8 0.10
O -0.386919 7.681131 -5.818199 -1.7 -0.1 -2.3 0.01
C -0.738700 8.843663 -6.699356 0.9 -0.7 1.5 0.05
H 2.260964 4.432359 -2.604768 0.1 0.1 0.3 0.07
H 0.763518 4.453598 -3.447405 -0.2 0.2 0.1 0.07
H 0.815770 4.977160 -1.729420 -0.1 -0.1 0.0 0.06
H 2.560011 6.473951 -3.673698 0.2 -0.2 -0.1 0.12
H 1.700792 7.227919 -2.435663 -1.0 0.0 0.1 0.13
H -1.214502 8.478356 -7.609444 0.0 -0.3 0.4 0.10
H 0.196847 9.349426 -6.938220 -0.2 0.2 0.1 0.10
H -1.405386 9.448328 -6.084544 0.1 0.2 -0.4 0.09
C 5.920923 2.032868 -0.778091 0.0 -0.3 -0.3 -0.05
C 4.629256 1.566950 -1.510409 2.0 0.3 0.4 -0.20
O 3.585749 2.365343 -0.999928 -2.7 0.4 2.1 0.01
C 3.129124 2.242634 0.285486 0.5 -2.8 2.0 -0.47
O 3.575039 1.474086 1.185874 -1.0 2.3 -3.0 0.05
O 2.007997 2.973644 0.470859 -0.3 -0.1 -0.7 -0.02
C 1.232793 2.844846 1.703497 1.8 1.1 1.2 -0.02
H 6.079523 3.106944 -0.874617 0.1 0.0 -0.7 0.08
H 6.792813 1.463152 -1.099530 0.1 0.2 -0.3 0.07
H 5.906425 1.938739 0.307740 -0.6 -0.6 0.0 0.06
H 4.521313 0.482337 -1.517394 -0.6 -0.2 1.1 0.11
H 4.580778 1.740805 -2.585363 0.4 0.7 0.0 0.11
H 1.905879 3.098599 2.522433 0.6 -0.9 0.2 0.10
H 0.731461 1.902227 1.923106 0.2 0.0 -0.7 0.08
H 0.623221 3.726769 1.900319 -0.7 -0.1 -1.5 0.10
C 2.217780 -4.615400 3.264662 1.4 0.9 -0.2 -0.08
C 2.639277 -4.865798 4.715493 -1.5 0.2 -1.6 -0.19
O 3.953954 -4.271911 4.885371 -0.6 -0.9 0.5 0.02
C 4.726368 -4.815928 5.836044 1.5 -3.2 2.4 -0.46
O 4.466558 -5.825477 6.565575 0.8 4.4 -3.0 0.08
O 5.952736 -4.148681 5.810183 -3.2 -0.4 -1.6 -0.03
C 6.928780 -4.546062 6.705506 0.9 -0.7 1.8 -0.08
H 2.951197 -5.184536 2.693462 -0.5 0.0 -0.6 0.08
H 2.347696 -3.562397 3.014870 0.2 0.2 -0.1 0.05
H 1.195326 -4.837053 2.958786 0.2 -0.6 0.4 0.06
H 2.549968 -5.952020 4.700003 0.8 0.0 1.4 0.13
H 1.878157 -4.376052 5.322907 0.5 -0.2 0.8 0.11
H 6.727629 -4.043910 7.651812 0.2 -0.2 0.2 0.10
H 7.933337 -4.269783 6.385132 -0.3 0.3 -0.5 0.10
H 6.951412 -5.624598 6.861503 -0.3 0.0 0.0 0.10
C -2.894178 5.623862 -1.515059 -1.3 -0.5 0.0 -0.05
C -2.212057 5.824661 -2.814632 2.5 0.0 0.9 -0.26
O -2.914558 6.624816 -3.699746 -0.8 0.2 -1.1 0.06
C -3.035233 7.934748 -3.514213 0.0 0.7 1.1 -0.56
O -2.628495 8.625824 -2.586680 -0.4 -1.4 -1.6 0.12
O -3.766894 8.346545 -4.562227 -0.6 -0.2 0.3 0.01
C -4.078123 9.712029 -4.617745 0.6 2.0 0.5 -0.07
H -3.683696 4.893811 -1.693340 -0.3 0.0 0.3 0.07
H -3.372714 6.560888 -1.230302 0.3 -0.1 0.6 0.09
H -2.222295 5.184878 -0.777516 0.0 0.4 0.2 0.08
H -1.986025 4.865609 -3.280715 -0.3 0.1 -0.5 0.12
H -1.231128 6.265556 -2.637168 0.0 0.2 -0.1 0.11
H -3.911297 10.055870 -5.638547 0.2 0.0 0.2 0.09
H -3.503780 10.242011 -3.857900 0.9 0.1 -0.6 0.09
H -5.030451 10.127715 -4.288528 -1.0 -1.4 -0.3 0.09
C -1.241991 -6.395915 -0.122279 0.3 -0.7 -0.2 -0.07
C 0.051928 -7.108133 0.339742 -1.7 1.1 0.8 -0.20
O 0.950089 -7.092495 -0.760859 1.7 0.1 -1.0 0.02
C 2.005170 -6.232358 -0.854814 0.3 3.9 2.4 -0.47
O 2.473475 -5.521693 0.075785 -1.5 -2.7 -2.0 0.06
O 2.342859 -5.977589 -2.127872 -2.4 -2.5 1.2 -0.02
C 3.081395 -4.860381 -2.503564 1.2 1.5 -0.8 -0.06
H -1.683172 -6.983012 -0.927750 0.3 0.4 -0.6 0.08
H -0.996159 -5.368619 -0.391232 -0.4 0.0 -0.3 0.06
H -2.070313 -6.422301 0.585741 0.4 0.2 0.7 0.06
H -0.247930 -8.113755 0.634546 0.8 -0.2 -0.3 0.13
H 0.409071 -6.572742 1.219464 0.6 -0.2 -0.2 0.10
H 4.115912 -5.187630 -2.607413 0.0 0.4 -0.2 0.11
H 3.062036 -3.940353 -1.919385 -0.1 -0.7 1.0 0.07
H 2.624851 -4.511138 -3.429687 0.4 -0.5 -0.5 0.10
C 2.375079 -1.276614 4.966580 -2.0 1.4 -1.2 -0.01
C 2.114377 -0.056936 3.949093 2.7 -0.5 2.1 -0.20
O 0.826562 0.494796 3.999337 -2.7 0.4 0.5 -0.04
C 0.330236 1.329874 5.004079 1.9 1.5 1.0 -0.44
O 1.010214 1.803316 5.928977 -2.4 -1.7 -2.7 0.12
O -0.976976 1.643649 4.684005 2.7 -1.7 -1.0 -0.04
C -1.688465 2.574452 5.432353 -1.1 0.5 1.9 -0.07
H 2.160720 -0.892085 5.963720 0.8 -0.1 0.2 0.08
H 3.285817 -1.854331 4.808757 0.1 0.5 0.2 0.07
H 1.544357 -1.966398 4.817562 -0.1 -0.4 -0.1 0.03
H 2.421454 -0.311772 2.934764 -0.9 0.0 -0.2 0.08
H 2.842267 0.713092 4.204678 0.0 0.2 0.2 0.13
H -1.943169 2.160890 6.408157 0.3 -0.1 0.2 0.10
H -2.672547 2.709407 4.983517 0.3 0.1 -0.5 0.10
H -1.207810 3.533262 5.626686 0.3 -0.1 -0.5 0.11
C 5.172612 -2.524455 0.219847 -1.9 -1.6 -0.4 -0.84
O 4.873524 -2.973091 -0.841221 -0.1 -1.1 -3.4 0.07
N 4.560588 -2.905315 1.304049 -3.2 -2.5 3.7 0.16
N 6.000037 -1.623445 0.515751 5.2 5.3 0.5 0.21
H 4.716965 -2.508896 2.219749 0.1 -0.5 -0.2 0.11
H 4.039679 -3.766650 1.221101 -0.2 0.2 0.2 0.09
H 5.984018 -1.269570 1.461595 0.6 0.1 -0.5 0.13
H 6.722047 -1.314730 -0.119462 -0.4 0.1 0.1 0.14
C -1.068290 -4.446503 -3.758318 1.3 -2.8 1.6 -0.86
O -1.918016 -4.130485 -4.469234 -5.5 2.3 -5.2 0.09
N -0.498602 -3.608069 -2.968799 2.5 2.7 2.9 0.19
N -0.741845 -5.719735 -3.596982 1.0 -2.9 0.3 0.19
H -0.713735 -2.640899 -3.164792 0.7 -0.2 0.5 0.09
H 0.201403 -3.956959 -2.329760 0.1 0.9 0.0 0.10
H 0.065507 -6.009794 -3.063934 -0.1 -0.2 -0.3 0.08
H -1.196135 -6.364907 -4.227438 0.3 0.0 0.2 0.12
C -3.168670 -2.513794 -0.648252 1.2 0.6 0.9 -0.81
O -2.450994 -2.754396 0.280118 3.2 -1.3 3.1 0.05
N -4.400805 -2.764156 -0.666960 -6.5 -3.1 2.1 0.22
N -2.887645 -1.827847 -1.662991 2.4 3.3 -4.6 0.24
H -4.645312 -3.405096 0.074328 -1.1 0.2 -0.4 0.14
H -5.006354 -2.515793 -1.436195 -0.2 -0.8 0.5 0.14
H -1.954483 -1.465050 -1.795989 -0.3 0.2 -0.4 0.09
H -3.752715 -1.543355 -2.099807 1.6 0.6 -1.2 0.11
C -1.046546 -3.530496 3.309839 0.7 0.3 -1.9 -0.66
O -0.868042 -4.013914 4.427855 0.3 -1.2 3.7 0.36
N -1.930515 -4.009724 2.523977 -3.1 -2.9 0.1 0.29
N -0.330144 -2.637802 2.762016 2.6 2.9 -0.1 0.29
H -2.499606 -4.761584 2.885862 -0.3 0.0 -0.4 0.16
H -2.221181 -3.410385 1.764760 -1.0 0.1 -1.1 0.06
H 0.430729 -2.204852 3.265717 -0.1 0.4 -0.3 0.11
H -0.609551 -2.374579 1.827805 0.5 0.5 -0.1 0.13
C -5.516481 1.670354 -1.447272 -2.3 2.3 -0.8 -0.84
O -5.749071 2.672269 -0.845894 0.0 2.8 1.5 0.08
N -4.893787 0.673390 -0.989761 4.1 -5.2 3.3 0.18
N -5.971189 1.425415 -2.649040 -1.2 0.2 -3.1 0.17
H -4.858084 -0.199247 -1.497057 0.1 0.5 0.6 0.08
H -4.435181 0.762242 -0.094284 -0.5 -0.4 0.0 0.10
H -6.510837 2.192735 -3.023335 -0.1 -0.7 -0.7 0.13
H -5.785415 0.511073 -3.035798 -0.6 0.8 -0.7 0.10
C 2.031434 1.504025 -5.018956 2.1 1.1 1.7 -0.75
O 3.006769 2.219539 -4.799919 -0.4 -0.6 0.2 0.04
N 1.395568 0.701767 -4.162452 0.2 -0.7 3.7 0.15
N 1.420065 1.316119 -6.128588 -1.9 0.4 -5.8 0.16
H 0.475023 0.365757 -4.407020 0.5 -0.1 0.9 0.10
H 1.730504 0.777052 -3.212585 -0.7 -0.4 0.1 0.09
H 1.712671 1.736835 -6.998917 -0.2 0.0 0.3 0.13
H 0.537522 0.828135 -6.073006 0.4 0.3 -0.9 0.11
```
Forces are in eV/Å.

Computed properties:
F_max = 7.9 eV/Å
E_tot = -120129.6516 eV
Spin multiplicity = 2
E_HOMO (spin up / spin down) = -0.42093 / -0.42093 hartree
Charge = +1
HOMO-LUMO gap (spin up / spin down) = 9.06 / 3.40 eV